{
  "formula": "C25H51BrF4IN6O7PS",
  "method": "ωB97M-V/def2-TZVPD",
  "homo_lumo_gap_ha": 0.2948,
  "e_lumo_ev": 0.488,
  "multiplicity": 1,
  "max_force_ev_per_a": 3.16,
  "species": ["C", "C", "C", "C", "C", "N", "S", "C", "Br", "P", "C", "O", "C", "N", "I", "O", "C", "C", "C", "C", "O", "F", "C", "F", "F", "F", "H", "H", "H", "H", "H", "H", "H", "H", "H", "H", "H", "H", "H", "H", "H", "H", "H", "H", "H", "H", "H", "H", "H", "C", "O", "N", "C", "C", "H", "H", "H", "H", "H", "H", "H", "C", "O", "N", "C", "C", "H", "H", "H", "H", "H", "H", "H", "C", "O", "N", "C", "C", "H", "H", "H", "H", "H", "H", "H", "C", "O", "N", "C", "C", "H", "H", "H", "H", "H", "H", "H"],
  "xyz": [[5.094932, 0.694148, 3.479450], [3.765259, 0.359507, 2.763576], [2.984688, -0.618036, 3.639436], [3.027675, 1.659339, 2.477397], [1.706138, 1.443311, 1.715708], [0.843278, 2.619890, 1.868396], [1.581795, 3.974524, 1.139149], [-0.609322, 2.390586, 1.456060], [-1.124187, 3.885442, 0.298257], [-1.017544, 0.942766, 0.349593], [0.091734, 1.108065, -1.121551], [-0.469958, -0.467537, 1.075101], [-1.567925, 2.415554, 2.813096], [-2.720044, 3.278086, 2.558753], [-0.495775, 3.458446, 4.384364], [-2.136990, 1.151268, 3.079296], [-1.686217, 0.277973, 4.081414], [-0.208071, -0.075603, 4.117213], [-2.193579, 0.597604, 5.522486], [-3.323018, 1.587147, 5.598642], [-3.270994, 2.602348, 6.277184], [-4.441001, 1.325869, 4.902363], [-2.421079, -1.065388, 3.740228], [-2.499963, -1.305988, 2.436339], [-1.832434, -2.104472, 4.356039], [-3.696966, -1.051129, 4.194519], [5.079238, 1.679376, 3.933060], [5.303172, -0.028462, 4.258190], [5.932542, 0.646518, 2.792549], [4.052389, -0.148956, 1.846302], [3.614758, -1.430931, 3.977761], [2.514370, -0.128661, 4.486063], [2.199261, -1.076076, 3.042017], [2.760816, 2.116531, 3.428046], [3.697107, 2.285502, 1.909102], [1.989639, 1.222759, 0.684816], [1.281352, 0.545619, 2.137582], [1.948282, 3.526404, -0.083423], [0.737549, 1.969485, -1.056803], [0.762857, 0.250716, -1.140513], [-0.471611, 1.093961, -2.039228], [-0.510576, -1.135633, 0.386984], [-3.519259, 2.669836, 2.407527], [-2.935117, 3.741255, 3.431881], [0.452044, 0.776794, 4.061040], [0.035377, -0.822642, 3.379610], [-0.017967, -0.548008, 5.073997], [-2.384938, -0.313559, 6.070723], [-1.370549, 1.082447, 6.026596], [0.592995, 0.491073, -4.656211], [0.463255, 1.644224, -4.284187], [-0.201877, -0.125811, -5.540962], [0.014584, -1.510328, -5.936270], [-1.309345, 0.620667, -6.116291], [1.402117, -0.158994, -4.277383], [0.185476, -1.561277, -7.010558], [-0.854311, -2.107431, -5.686791], [0.878876, -1.913846, -5.416335], [-0.930194, 1.499360, -6.639260], [-1.978472, 0.959929, -5.323826], [-1.850914, -0.013085, -6.810421], [0.467301, 3.804972, 7.769387], [1.289348, 3.172690, 7.129877], [0.669056, 4.286459, 9.006258], [-0.351921, 5.030607, 9.717816], [1.953138, 4.050284, 9.645202], [-0.537065, 4.035709, 7.373472], [0.014032, 6.031422, 9.955234], [-0.608327, 4.516811, 10.646316], [-1.246496, 5.118353, 9.105550], [2.752362, 4.483482, 9.043452], [2.134072, 2.978527, 9.730261], [1.958073, 4.499783, 10.634501], [-3.119697, -2.692906, -6.943232], [-2.365838, -2.150884, -7.730801], [-4.305755, -3.228776, -7.266549], [-5.160261, -3.862838, -6.281021], [-4.742221, -3.168725, -8.652029], [-2.881611, -2.790622, -5.869876], [-5.329699, -4.906497, -6.551891], [-6.121171, -3.347194, -6.234787], [-4.693004, -3.825469, -5.299824], [-4.021237, -3.679649, -9.290342], [-4.807721, -2.129882, -8.975799], [-5.715040, -3.642491, -8.750125], [2.058933, -4.185175, -6.398036], [0.988636, -4.594141, -5.993660], [2.753144, -4.716487, -7.417981], [4.027603, -4.176419, -7.848928], [2.200450, -5.870796, -8.107448], [2.563910, -3.315732, -5.942033], [3.964080, -3.857850, -8.891087], [4.805124, -4.937245, -7.757147], [4.298943, -3.320294, -7.235515], [1.227987, -5.618825, -8.531043], [2.063266, -6.692535, -7.404299], [2.874244, -6.180143, -8.901765]],
  "forces_ev_per_angstrom": [[-0.050, -0.076, -0.238], [0.810, -0.036, 1.015], [-0.391, -0.075, -0.861], [-0.638, -0.792, -0.198], [1.477, 0.009, 0.653], [-0.614, -0.353, -1.876], [1.427, 0.485, 1.113], [1.183, 0.245, 1.281], [-1.204, -0.725, -0.315], [-1.887, -0.246, -0.862], [0.550, -0.288, 0.888], [0.742, 0.721, -0.040], [-0.544, 1.170, -1.520], [-0.027, -0.375, 0.817], [0.220, -0.188, 0.055], [0.819, 0.019, 0.354], [-0.592, -1.886, 0.306], [-0.085, -0.061, 0.443], [0.600, 1.009, -0.686], [-0.050, 2.448, 1.999], [-0.374, -2.383, -1.637], [0.471, -0.060, 0.120], [-0.761, 0.492, -0.176], [0.122, -0.301, 0.230], [0.100, -0.089, -0.130], [0.094, -0.077, -0.117], [-0.025, 0.183, 0.100], [0.067, -0.139, 0.238], [0.193, 0.186, -0.169], [-0.267, -0.076, -0.333], [0.188, -0.099, 0.184], [0.113, 0.109, 0.252], [-0.225, -0.141, 0.084], [0.230, 0.316, 0.165], [0.089, 0.517, 0.024], [-0.361, 0.038, -0.289], [-0.602, 0.125, -0.094], [-0.219, -0.245, 0.041], [-0.012, 0.381, -0.315], [0.061, -0.242, 0.059], [-0.256, 0.324, -0.158], [-0.083, -0.325, -0.002], [0.002, -0.088, -0.405], [-0.118, 0.285, -0.038], [-0.048, 0.253, -0.132], [0.078, 0.116, -0.436], [0.099, -0.037, 0.268], [-0.366, -0.256, 0.003], [0.079, 0.246, 0.290], [0.124, 0.047, 0.070], [-0.011, 0.028, -0.026], [0.035, -0.226, -0.034], [0.036, 0.468, 0.000], [0.083, 0.082, 0.092], [-0.002, -0.014, -0.012], [-0.064, -0.169, -0.016], [0.028, -0.183, -0.039], [-0.013, 0.064, 0.107], [-0.062, 0.035, 0.012], [-0.016, 0.053, -0.041], [0.045, -0.087, -0.028], [-0.103, -0.044, -0.113], [0.038, 0.009, 0.057], [-0.070, 0.111, 0.173], [0.238, -0.074, 0.041], [-0.043, -0.067, -0.192], [-0.018, -0.014, 0.030], [-0.087, 0.026, 0.038], [-0.074, 0.065, 0.020], [0.006, -0.027, -0.040], [0.052, -0.028, 0.044], [0.068, 0.011, 0.028], [-0.053, 0.025, 0.009], [0.118, 0.015, 0.029], [-0.153, -0.014, -0.119], [-0.193, -0.110, 0.080], [-0.011, 0.045, -0.259], [0.181, 0.077, 0.052], [-0.021, -0.011, 0.010], [-0.047, -0.018, 0.085], [-0.030, -0.054, 0.076], [0.041, 0.019, -0.003], [-0.036, 0.018, -0.059], [-0.018, -0.020, -0.067], [-0.017, -0.019, 0.054], [0.014, 0.110, 0.153], [-0.069, -0.069, -0.031], [0.163, -0.003, -0.113], [-0.164, -0.200, -0.074], [-0.111, 0.086, 0.150], [0.055, -0.006, -0.036], [0.093, 0.040, 0.003], [0.072, 0.066, -0.025], [-0.032, 0.009, 0.029], [-0.009, -0.065, -0.024], [-0.028, -0.042, -0.051], [0.046, 0.036, 0.000]],
  "lowdin_charge": [-0.071, -0.410, -0.075, -0.198, -0.307, -0.599, 0.699, -0.884, 0.738, 0.889, -0.282, -0.335, -0.822, -0.051, 1.207, -0.107, -0.393, -0.030, -0.028, -0.437, 0.087, 0.119, -0.558, 0.159, 0.148, 0.134, 0.075, 0.064, 0.071, 0.131, 0.076, 0.081, 0.064, 0.117, 0.091, 0.102, 0.061, -0.108, 0.000, 0.041, 0.015, 0.054, 0.095, 0.020, 0.038, 0.072, 0.107, 0.142, 0.096, -0.369, -0.005, -0.175, -0.053, -0.030, 0.133, 0.096, 0.063, 0.059, 0.094, 0.093, 0.065, -0.398, -0.054, -0.197, -0.053, -0.039, 0.094, 0.089, 0.089, 0.086, 0.093, 0.092, 0.085, -0.348, 0.000, -0.194, -0.053, -0.038, 0.131, 0.090, 0.090, 0.084, 0.093, 0.093, 0.085, -0.370, 0.014, -0.196, -0.056, -0.038, 0.126, 0.090, 0.089, 0.083, 0.093, 0.093, 0.085]
}